Molecular formula: C24H21N5O
Method: DFT, ωB97M-V with the def2-TZVPD basis set

```
51
Properties=species:S:1:pos:R:3:forces:R:3
O -2.814896 -0.712722 -2.068438 -0.1 0.0 0.0
C -2.820912 -1.693809 -1.369377 -0.2 0.0 -0.1
C -4.118366 -2.442929 -1.028178 0.0 0.3 0.0
N -5.152722 -1.487723 -0.692229 -0.2 -0.2 -0.4
C -4.916704 -0.548821 0.307692 -0.1 0.1 0.3
C -4.070185 -0.795915 1.387801 0.0 -0.2 -0.2
C -3.911921 0.148220 2.385195 0.0 0.1 0.1
C -4.591895 1.351989 2.334572 0.1 0.1 0.2
C -5.443747 1.601940 1.270560 0.0 0.0 0.0
C -5.603110 0.666285 0.269435 0.0 0.0 -0.1
N -1.704644 -2.202336 -0.762416 0.1 -1.0 0.5
N -0.561154 -1.504070 -0.767234 0.4 0.4 -0.3
C 0.469158 -1.932784 -0.165905 -0.5 -0.8 0.1
C 1.645203 -1.111284 -0.102128 0.8 0.5 0.1
C 2.945911 -1.506019 0.139077 -0.5 0.1 -0.1
N 3.725315 -0.403770 0.046360 -0.9 -0.4 -0.1
C 5.109304 -0.291815 0.197814 0.9 0.2 0.1
C 5.702125 0.951364 -0.013834 -0.2 -0.1 0.0
C 7.067909 1.097488 0.124743 0.0 -0.1 0.0
C 7.855919 0.012322 0.474051 0.1 0.0 0.0
C 7.266559 -1.222206 0.686744 0.1 0.0 0.0
C 5.899402 -1.381485 0.551915 -0.3 0.1 0.0
N 2.992287 0.684146 -0.231333 -0.1 0.7 -0.1
C 1.737689 0.298894 -0.322907 0.4 -0.7 0.2
C 0.648000 1.234309 -0.584707 -0.2 0.5 -0.1
C -0.520630 1.194952 0.171084 0.1 0.2 0.0
C -1.559198 2.062033 -0.104471 0.0 0.0 0.1
C -1.439243 2.983917 -1.131192 0.0 0.1 -0.1
C -0.269151 3.048317 -1.867930 -0.1 0.1 -0.1
C 0.772589 2.180963 -1.595569 0.0 -0.2 0.1
H -3.978566 -3.139599 -0.197555 0.0 0.0 -0.1
H -4.448328 -3.010365 -1.901847 0.1 0.0 0.1
H -5.557052 -1.057887 -1.514211 0.1 -0.1 0.1
H -3.528735 -1.726658 1.459772 0.0 -0.1 0.0
H -3.244140 -0.059481 3.209271 0.0 0.0 0.1
H -4.456998 2.088523 3.112171 0.0 0.1 0.1
H -5.979396 2.538579 1.215478 0.0 0.1 0.0
H -6.259635 0.872245 -0.564260 -0.1 0.0 -0.1
H -1.756135 -3.083008 -0.241979 -0.1 0.4 -0.2
H 0.506559 -2.916754 0.326212 -0.1 0.1 -0.1
H 3.337580 -2.482069 0.339105 0.1 -0.2 0.0
H 5.069551 1.781560 -0.282999 0.0 0.1 0.0
H 7.520583 2.063407 -0.041149 0.0 0.1 0.0
H 8.923722 0.127494 0.581316 0.1 0.0 0.0
H 7.874418 -2.071456 0.961390 0.0 -0.1 0.0
H 5.460233 -2.351045 0.726022 -0.1 -0.1 0.0
H -0.612822 0.489212 0.983147 0.0 -0.1 0.0
H -2.467233 2.013881 0.478803 -0.1 0.0 0.1
H -2.257844 3.652483 -1.353824 -0.1 0.1 0.0
H -0.170073 3.773320 -2.663111 0.0 0.0 -0.1
H 1.685442 2.218163 -2.170944 0.1 0.0 -0.1
```
Forces are in eV/Å.

Its lowest unoccupied orbital energy is 0.52 eV. Its spin multiplicity is 1. Its total charge is 0. Its structure (SMILES) is O=C(CNc1ccccc1)N/N=C/c1cn(-c2ccccc2)nc1-c1ccccc1.

---

Molecular formula: C24H22AuBN7O2S2
Method: DFT, ωB97M-V with the def2-TZVPD basis set

```
59
Properties=species:S:1:pos:R:3:forces:R:3
Au -0.181241 0.391626 -0.343943 0.2 0.4 -0.3
O -6.382892 3.172242 1.228417 -0.2 -0.1 0.2
C -5.358784 3.859933 1.186075 0.2 -0.1 -0.4
O -5.101945 5.053263 1.364411 0.0 0.2 0.2
C -4.103504 3.035740 0.745697 -0.1 0.0 0.1
C -2.868851 3.648957 0.617053 0.1 -0.1 0.0
C -1.773853 2.893330 0.244688 0.0 0.0 0.1
N -1.906392 1.584273 -0.007524 -0.1 -0.2 0.0
C -3.102023 0.977564 0.070562 0.0 0.0 0.0
C -4.221783 1.685060 0.455024 0.1 0.0 0.0
C -3.138994 -0.426434 -0.387038 0.0 0.0 0.0
C -4.309196 -1.172870 -0.388406 0.0 0.0 0.0
C -4.309676 -2.425140 -0.976225 0.0 0.0 0.0
C -3.145473 -2.894260 -1.562480 0.0 0.0 0.0
C -2.006429 -2.119383 -1.474561 0.0 0.0 -0.1
N -1.991571 -0.928017 -0.877441 0.0 0.0 0.0
C -0.420587 3.447129 0.043021 0.0 0.0 0.0
C -0.145740 4.793149 0.224395 0.0 0.0 0.0
C 1.114191 5.275225 -0.085082 0.0 0.0 0.0
C 2.063552 4.397020 -0.575258 0.0 0.0 0.0
C 1.732687 3.060588 -0.694216 -0.1 0.1 0.0
N 0.527133 2.587700 -0.376626 0.1 0.1 0.1
H -2.833621 4.711378 0.818778 0.0 0.0 0.0
H -5.214956 1.262373 0.533480 0.0 0.0 0.0
H -5.209659 -0.767594 0.047418 0.0 0.0 0.0
H -5.214905 -3.016638 -0.994554 0.0 0.0 0.0
H -3.108712 -3.844222 -2.075071 0.0 0.0 0.0
H -1.077540 -2.466159 -1.903531 0.0 0.0 0.0
H -0.914185 5.456179 0.591038 0.0 0.0 0.0
H 1.343145 6.323920 0.045434 0.0 0.0 0.0
H 3.054520 4.727911 -0.849854 0.0 0.0 0.0
H 2.455023 2.334552 -1.027958 0.0 0.0 0.0
C -0.730250 -2.653230 2.608613 -0.1 0.0 0.0
N 0.718934 -2.732874 2.518549 0.1 0.0 0.1
C 1.575836 -2.949194 3.556573 -0.1 0.0 0.0
C 2.833100 -2.944159 3.033441 0.0 0.0 -0.1
N 2.745357 -2.738643 1.688736 0.1 0.0 0.1
B 4.095101 -2.659337 0.848057 0.0 0.0 -0.1
N 3.880302 -2.119088 -0.604442 -0.1 -0.1 0.0
C 4.341153 -2.769683 -1.718352 0.0 0.0 0.0
C 4.016839 -2.031401 -2.807741 0.0 0.1 0.0
N 3.351950 -0.920333 -2.347183 0.0 -0.1 0.0
C 2.808831 0.139834 -3.175986 0.0 0.1 0.0
C 3.277679 -0.993592 -1.001895 -0.1 -0.1 0.0
S 2.460382 0.107807 0.033000 -0.2 0.1 -0.1
C 1.448159 -2.611595 1.377936 0.0 0.0 -0.1
S 0.751244 -2.321824 -0.147480 0.0 -0.2 0.2
H -1.009123 -2.672909 3.658135 0.0 0.0 0.0
H -1.188753 -3.494836 2.092854 0.0 0.0 0.0
H -1.080378 -1.724946 2.159758 0.0 0.0 0.0
H 1.230947 -3.086454 4.565626 0.0 0.0 0.0
H 3.785161 -3.068311 3.517328 0.0 0.0 0.0
H 4.527198 -3.773808 0.743039 0.0 0.0 0.0
H 4.816993 -1.918380 1.456436 0.0 0.0 0.0
H 4.871008 -3.701226 -1.641996 0.0 0.0 0.0
H 4.209396 -2.187933 -3.853557 0.0 0.0 0.0
H 2.831035 -0.184874 -4.212458 0.0 0.0 0.0
H 3.405107 1.045405 -3.075725 0.0 0.0 0.0
H 1.779079 0.347214 -2.887002 0.0 0.0 0.0
```
Forces are in eV/Å.

As for the expectation value of S²: 2.0207. Its lowest unoccupied orbital energy (alpha / beta) is -3.89 / -5.82 eV. Its spin multiplicity is 3. Its total charge is +1.

---

Molecular formula: C24H22BrInN3O3S2
Method: DFT, ωB97M-V with the def2-TZVPD basis set

```
56
Properties=species:S:1:pos:R:3:forces:R:3
In 0.358026 0.863251 -1.136794 -0.1 0.3 0.4
O -1.939002 -0.034233 3.792672 -0.1 0.1 0.0
C -2.937550 0.048864 2.867874 0.0 0.0 0.1
C -4.232129 -0.103888 3.357337 0.0 0.0 0.0
C -5.317612 -0.004944 2.511345 0.0 0.0 0.0
C -5.128530 0.256638 1.158722 0.0 0.0 0.0
C -3.844212 0.395335 0.672462 0.0 -0.1 -0.1
C -2.729971 0.275057 1.503815 0.0 0.0 0.0
C -1.364906 0.470065 0.888674 -0.1 0.0 -0.2
O -1.363186 0.083282 -0.466009 0.0 -0.1 -0.1
N -0.332662 -0.277075 1.625596 0.0 0.0 0.1
N 0.844507 -0.287427 0.879004 0.0 -0.1 -0.1
C 1.723392 -1.148684 1.217007 0.0 0.0 0.0
C 2.902072 -1.477965 0.448095 0.1 0.0 0.0
Br 2.890049 -0.930680 -1.371898 0.0 -0.2 0.0
C 3.911826 -2.234594 0.897677 0.0 0.0 -0.1
C 4.096808 -2.660967 2.283995 0.0 0.0 0.0
C 4.624384 -3.932593 2.526597 0.0 0.0 0.0
C 4.785299 -4.384534 3.823374 0.0 0.0 0.0
C 4.448566 -3.563608 4.892451 0.0 0.0 0.0
C 3.961128 -2.285397 4.662872 0.0 0.0 0.0
C 3.786603 -1.832514 3.365090 0.0 0.0 0.0
H -1.093415 0.209412 3.393134 0.0 -0.1 0.0
H -4.355179 -0.287249 4.415825 0.0 0.0 0.0
H -6.316560 -0.122232 2.909619 0.0 0.0 0.0
H -5.975654 0.348539 0.493624 0.0 0.0 0.0
H -3.678106 0.586531 -0.378889 0.0 0.0 0.0
H -1.078286 1.533068 0.981733 0.0 0.0 0.0
H -0.653562 -1.232002 1.776422 0.0 0.0 -0.1
H 1.561668 -1.755186 2.108077 0.0 0.0 0.0
H 4.652738 -2.574615 0.182384 0.0 0.0 0.0
H 4.894430 -4.568773 1.692962 0.0 0.0 0.0
H 5.182036 -5.374257 4.003174 0.0 0.0 0.0
H 4.585540 -3.914661 5.906130 0.0 0.0 0.0
H 3.732720 -1.633659 5.495016 0.0 0.0 0.0
H 3.460655 -0.814393 3.191228 0.0 0.0 0.0
S 2.787872 3.481822 -3.934983 0.3 0.1 0.1
C 2.259250 2.637620 -2.714887 0.1 -0.1 0.0
N 1.892208 2.013786 -1.767504 0.0 0.0 -0.1
C -2.659363 3.975464 -2.675455 0.0 -0.1 0.0
S -0.941632 3.501636 -2.546016 0.0 0.2 0.0
O -0.893961 2.748128 -1.213160 0.1 -0.1 -0.1
C -0.859653 2.230764 -3.793925 0.0 0.0 0.0
C -0.126408 2.484787 -4.941117 -0.1 0.1 -0.1
C 0.019563 1.472716 -5.880778 0.0 -0.1 0.0
C -0.551078 0.227197 -5.660987 0.1 0.1 0.0
C -1.288027 -0.015835 -4.508245 -0.1 0.0 0.1
C -1.457886 0.991059 -3.565188 0.0 -0.1 0.1
H -3.285142 3.091003 -2.573000 0.0 0.0 0.0
H -2.809490 4.457663 -3.640543 0.0 0.0 0.0
H -2.848657 4.682172 -1.870211 0.0 0.0 0.0
H 0.344000 3.449886 -5.088490 -0.1 -0.1 0.0
H 0.596128 1.655195 -6.776818 0.0 0.0 0.0
H -0.427831 -0.557367 -6.394926 0.0 0.0 0.0
H -1.751999 -0.980283 -4.348852 0.0 0.0 0.0
H -2.059818 0.818673 -2.675314 0.0 0.0 0.0
```
Forces are in eV/Å.

The calculation puts the relative energy (zero: lowest compared OMol25 entry of this formula, charge and spin) at 0.00 kcal/mol. Its lowest unoccupied orbital energy is -3.75 eV. Its spin multiplicity is 1. Its total charge is +1.

---

Molecular formula: C24H22Cl2HgN7O2P
Method: DFT, ωB97M-V with the def2-TZVPD basis set

```
59
Properties=species:S:1:pos:R:3:forces:R:3
Hg 2.219864 -0.394801 0.721394 -0.1 1.1 -0.3
Cl 1.753060 5.871140 -3.296931 0.0 0.1 0.0
C 1.672533 4.793220 -1.938936 0.0 0.3 1.9
C 1.974784 3.465702 -2.099001 0.2 -1.4 -1.8
C 1.846305 2.494756 -1.081749 0.6 1.1 -0.1
N 2.183507 1.175290 -1.208698 0.4 -2.0 -2.5
C 2.366367 0.642765 -2.458832 -0.6 2.7 1.5
O 2.356158 1.239471 -3.572640 0.0 -0.9 0.9
C 2.587977 -0.809395 -2.511211 -0.2 -0.3 -1.9
C 2.838648 -1.298929 -3.813398 0.5 1.3 0.4
C 3.278372 -2.562776 -3.915027 0.0 -2.2 -0.5
C 3.258726 -3.427963 -2.809850 -0.1 0.4 0.4
C 2.771823 -2.903178 -1.622192 0.5 -0.8 0.1
N 2.485389 -1.609740 -1.487050 -0.1 -0.4 0.8
C 1.412660 2.929098 0.173065 -0.6 1.9 -0.3
C 1.209770 4.320015 0.384537 -0.4 -0.5 0.7
C 1.348856 5.248878 -0.620704 0.4 -0.7 -1.5
Cl 1.154120 6.943694 -0.322809 -0.2 0.2 0.2
N 1.141657 2.005344 1.112754 -0.4 -2.0 2.2
C 0.507608 2.245931 2.266412 1.1 2.0 -1.9
O 0.058128 3.350429 2.672203 -0.2 -0.7 0.2
C 0.400705 1.113546 3.189847 -0.2 -1.0 1.3
C -0.163881 1.376122 4.444054 0.0 0.2 -0.1
C -0.261746 0.378048 5.396562 0.3 -0.3 -0.3
C 0.209936 -0.900075 5.051241 -0.1 0.3 0.5
C 0.681565 -1.075310 3.755372 0.8 -1.5 0.5
N 0.844631 -0.111090 2.880709 -0.8 0.7 -0.5
H 2.242352 3.012212 -3.100086 -0.3 1.2 1.3
H 2.842485 -0.608405 -4.656280 -0.1 -0.2 0.4
H 3.547468 -2.966097 -4.886134 0.2 0.0 0.0
H 3.642328 -4.444369 -2.852870 -0.3 0.1 -0.1
H 2.660099 -3.526608 -0.717759 0.1 0.4 -0.5
H 0.816605 4.526730 1.393298 0.5 0.5 -0.8
H -0.458933 2.406813 4.619731 -0.1 -0.3 0.0
H -0.681168 0.622036 6.372563 0.2 -0.3 -0.1
H 0.325477 -1.701850 5.794926 -0.4 0.3 -0.5
H 1.038879 -2.072615 3.414140 -0.2 0.7 0.4
C -3.121411 -2.781742 -0.893903 0.5 0.2 0.6
N -2.322990 -2.751461 0.377226 0.2 -0.4 -1.0
C -3.035251 -1.911789 1.319038 -0.7 0.0 -0.4
N -3.370126 -0.574937 0.866930 -1.4 0.2 -0.5
C -4.142845 -0.672222 -0.399415 -0.9 -0.4 0.8
N -3.508967 -1.464790 -1.424812 0.1 -0.8 -1.2
C -2.358590 -0.775092 -2.057608 -0.2 0.0 1.2
P -1.122821 -0.513761 -0.671967 2.6 1.3 0.0
C -0.948641 -2.241217 0.104709 -1.4 0.5 -0.4
C -2.207151 0.266350 0.663643 0.1 0.3 -1.2
H -4.005931 -3.381529 -0.677139 -0.2 0.2 0.0
H -2.530393 -3.300535 -1.652315 -0.1 0.0 0.0
H -2.472454 -1.805921 2.206583 0.9 0.0 1.1
H -3.968233 -2.417165 1.592571 0.0 0.0 -0.1
H -4.332505 0.344920 -0.763366 0.0 -0.2 0.0
H -5.147506 -1.169309 -0.213273 1.1 0.6 0.2
H -2.688710 0.195531 -2.501703 0.3 -0.6 0.6
H -1.886806 -1.333171 -2.893159 -0.4 0.0 0.6
H -0.349335 -2.218337 1.036599 -0.4 0.3 -0.4
H -0.433674 -2.918639 -0.592021 -0.2 0.2 0.1
H -2.539835 1.296383 0.312878 0.5 -1.2 0.5
H -1.618944 0.380394 1.589852 -0.2 -0.1 -0.4
```
Forces are in eV/Å.

As for the expectation value of S²: 0.7533. Its lowest unoccupied orbital energy (alpha / beta) is 2.52 / 1.70 eV. Its spin multiplicity is 2. Its total charge is -1.

---

Q: spin multiplicity of number 1 (C24H21N5O)?
A: 1

---

Q: Among the records above, which one has the highest spin multiplicity?
A: C24H22AuBN7O2S2